{
  "formula": "C24H58CaP2Si4Te",
  "method": "ωB97M-V/def2-TZVPD",
  "elements": ["Te", "Ca", "P", "P", "Si", "Si", "Si", "Si", "C", "C", "C", "C", "C", "C", "C", "C", "C", "C", "C", "C", "C", "C", "C", "C", "C", "C", "C", "C", "C", "C", "C", "C", "H", "H", "H", "H", "H", "H", "H", "H", "H", "H", "H", "H", "H", "H", "H", "H", "H", "H", "H", "H", "H", "H", "H", "H", "H", "H", "H", "H", "H", "H", "H", "H", "H", "H", "H", "H", "H", "H", "H", "H", "H", "H", "H", "H", "H", "H", "H", "H", "H", "H", "H", "H", "H", "H", "H", "H", "H", "H"],
  "coordinates": [[-0.20, -2.67, -0.11], [-1.50, -0.29, 1.75], [-3.55, 0.47, -0.80], [-2.52, 4.07, -0.49], [1.93, -3.04, 1.09], [3.84, -2.35, -0.16], [1.91, -2.39, 3.39], [2.07, -5.39, 0.98], [3.62, -6.06, 1.81], [0.67, 0.39, 1.42], [-0.71, 3.59, -4.16], [3.52, -2.63, -2.01], [-0.74, 4.15, -2.83], [-2.05, 3.06, -4.76], [2.85, -3.73, 4.31], [-2.91, 5.56, -1.48], [4.20, -0.53, 0.16], [-0.90, 3.47, -1.57], [2.83, -0.81, 3.87], [-5.04, -0.10, -1.76], [-2.62, 1.35, -3.11], [-4.13, 3.21, -0.58], [2.05, -5.92, -0.83], [0.08, -2.28, 3.89], [-2.97, 2.47, -3.76], [5.34, -3.37, 0.35], [-0.88, 1.95, -1.39], [-3.50, -0.76, 0.48], [-1.21, 1.08, -2.59], [-4.31, 1.87, 0.11], [0.55, -6.01, 1.89], [-2.12, 4.57, 1.17], [1.19, 0.49, 0.47], [2.98, -5.65, -1.36], [-4.38, 3.18, -1.66], [-2.62, 3.88, 1.87], [-0.39, 5.16, -2.74], [-1.15, 0.02, -2.26], [4.54, -0.36, 1.19], [0.49, -7.09, 1.72], [-5.40, 1.61, 0.15], [-3.20, 5.33, -2.51], [-2.56, -1.39, 0.34], [-4.83, 3.93, -0.12], [-1.04, 4.58, 1.40], [5.41, -3.51, 1.43], [0.61, -5.83, 2.98], [2.19, 0.06, 3.98], [-2.55, 3.88, -5.29], [-1.58, 1.71, -0.57], [3.34, 0.13, -0.05], [1.95, -7.02, -0.85], [3.04, -3.31, 5.31], [1.21, -5.48, -1.37], [-5.27, 0.57, -2.60], [3.29, -0.98, 4.85], [-4.89, -1.12, -2.15], [0.08, 2.85, -4.19], [0.61, 1.39, 1.86], [3.55, -7.16, 1.76], [-3.62, -0.24, 1.49], [-3.92, 1.87, 1.16], [-0.20, -1.30, 4.32], [5.35, -4.36, -0.14], [0.08, 1.68, -0.91], [2.31, -4.68, 4.44], [-0.44, 4.40, -4.86], [-3.96, 2.90, -3.66], [3.62, -0.59, 3.16], [3.79, -3.65, -2.30], [-0.04, -3.04, 4.68], [-2.52, 5.57, 1.36], [3.70, -5.78, 2.87], [3.83, -3.96, 3.87], [-1.85, 2.25, -5.50], [4.55, -5.76, 1.31], [-0.45, 1.21, -3.38], [-0.19, 3.86, -0.84], [6.23, -2.82, 0.01], [2.48, -2.45, -2.28], [-3.17, 0.41, -3.29], [-5.91, -0.10, -1.09], [4.16, -1.92, -2.56], [-4.34, -1.45, 0.34], [-2.10, 6.29, -1.54], [-0.61, -2.56, 3.07], [-3.76, 6.04, -1.01], [1.40, -0.15, 2.02], [5.02, -0.25, -0.52], [-0.37, -5.54, 1.52]],
  "mulliken_charge": [-0.215, 1.197, 1.405, 1.652, -0.149, 0.434, 0.829, 0.431, -1.012, -1.199, -0.833, -1.072, -1.226, -1.048, -1.317, -1.717, -1.088, -0.291, -1.153, -1.874, -0.402, -1.113, -0.987, -1.166, -0.742, -1.153, 0.791, -1.086, -1.561, -0.946, -0.977, -1.465, -0.175, 0.221, 0.136, 0.408, 0.473, 0.226, 0.278, 0.393, 0.590, 0.348, -0.473, 0.629, 0.376, 0.287, 0.221, 0.359, 0.374, -0.823, 0.195, 0.374, 0.449, 0.261, 0.427, 0.399, 0.375, 0.319, 0.689, 0.401, 0.328, 0.237, 0.318, 0.281, -0.096, 0.340, 0.393, 0.550, 0.145, 0.314, 0.383, 0.423, 0.277, 0.280, 0.285, 0.266, 0.554, 1.020, 0.423, 0.271, 1.074, 0.564, 0.395, 0.600, 0.414, 0.208, 0.495, -0.146, 0.461, 0.257],
  "lumo_energy_ha": -0.0439,
  "homo_ev": -5.4,
  "orbital_gap_ev": 4.21,
  "max_force_ev_per_a": 2.8
}

=====

{
  "formula": "C24H58N5O7",
  "method": "ωB97M-V/def2-TZVPD",
  "elements": ["O", "O", "O", "O", "O", "O", "O", "N", "N", "N", "N", "N", "C", "C", "C", "C", "C", "C", "C", "C", "C", "C", "C", "C", "C", "C", "C", "C", "C", "C", "C", "C", "C", "C", "C", "C", "H", "H", "H", "H", "H", "H", "H", "H", "H", "H", "H", "H", "H", "H", "H", "H", "H", "H", "H", "H", "H", "H", "H", "H", "H", "H", "H", "H", "H", "H", "H", "H", "H", "H", "H", "H", "H", "H", "H", "H", "H", "H", "H", "H", "H", "H", "H", "H", "H", "H", "H", "H", "H", "H", "H", "H", "H", "H"],
  "coordinates": [[-2.89, -1.22, 3.22], [-2.07, -1.29, -1.56], [-0.25, -3.02, -5.16], [2.49, 6.80, -1.12], [2.87, -6.41, -6.25], [0.43, 1.37, 5.37], [1.78, 3.62, 2.33], [1.29, -1.43, -1.33], [0.23, -5.93, -4.60], [-3.47, 1.02, -0.64], [-1.53, -1.08, 5.86], [3.38, 6.07, 1.81], [2.17, 6.00, 2.61], [-1.80, -0.07, -2.22], [0.49, -4.82, -3.69], [2.02, 4.65, 3.28], [-0.30, -0.06, -2.52], [2.65, -6.71, -4.89], [-2.21, -2.36, 2.75], [-3.54, -1.43, 4.49], [1.72, 5.63, -0.98], [-1.23, -3.25, -6.15], [-0.50, 1.20, 6.43], [-2.88, -0.62, 5.58], [-3.36, -1.35, -0.99], [1.20, -7.02, -4.54], [2.83, 2.68, 2.20], [2.68, -5.06, -6.61], [-0.47, -3.68, -3.92], [-2.19, 1.19, -1.42], [3.55, 7.30, 1.05], [2.51, 7.66, 0.00], [-0.07, 1.23, 4.07], [-0.78, -0.25, 6.80], [0.53, -0.41, -1.30], [-3.46, -0.30, 0.09], [-2.53, -0.32, 0.66], [1.39, 5.35, -1.98], [-1.42, 1.74, 6.20], [-1.92, -2.16, 1.71], [-1.12, 1.53, 4.00], [-0.05, 1.68, 7.29], [1.17, 4.68, 3.96], [3.70, 3.10, 1.67], [1.25, 6.20, 2.04], [-1.51, -4.04, -3.86], [3.16, 2.32, 3.17], [1.64, -4.84, -6.89], [-2.84, -3.25, 2.77], [-1.29, -2.57, 3.31], [-4.25, 1.03, -1.29], [0.46, 0.25, -0.43], [0.84, 5.80, -0.35], [-3.61, 1.80, 0.01], [-3.54, -2.49, 4.73], [3.07, -5.92, -4.26], [2.91, 4.42, 3.86], [1.18, -7.43, -3.52], [-3.51, -2.36, -0.59], [-1.21, -4.27, -6.54], [1.80, -1.54, -0.45], [-3.48, -0.73, 6.49], [-2.24, -3.05, -5.76], [-0.01, 0.93, -2.90], [0.02, 0.20, 3.70], [-1.03, -2.56, -6.97], [0.52, 1.87, 3.42], [0.18, -5.58, -5.55], [0.18, -0.74, 6.99], [-0.09, -0.80, -3.29], [-2.34, -0.05, -3.18], [2.44, 1.84, 1.63], [-1.42, 1.49, -0.71], [2.98, -4.38, -5.81], [4.52, 7.24, 0.55], [2.76, 8.65, -0.39], [3.31, -4.86, -7.48], [-1.32, -0.25, 7.75], [0.37, -5.17, -2.66], [3.23, -7.62, -4.69], [1.50, 7.73, 0.43], [-4.32, -0.39, 0.75], [-2.92, 0.44, 5.29], [-4.12, -1.19, -1.77], [-0.32, -2.94, -3.13], [-4.57, -1.09, 4.39], [1.51, -4.41, -3.77], [-1.01, -1.17, 5.00], [2.23, 6.76, 3.40], [3.62, 8.13, 1.76], [-2.35, 2.02, -2.12], [3.42, 5.27, 1.19], [0.85, -7.80, -5.21], [2.29, 4.80, -0.56]],
  "mulliken_charge": [-0.147, -0.264, -0.398, -0.430, -0.425, -0.403, -0.152, -0.528, -0.278, -0.034, -0.272, -0.286, -0.262, 0.480, -0.348, -0.937, -0.887, -0.444, -0.701, -0.914, -0.487, -0.762, -0.461, -0.187, -0.662, -0.715, -0.771, -0.508, -0.342, -1.122, -0.737, -0.445, -0.204, -0.785, 0.034, -0.536, 0.261, 0.284, 0.337, 0.080, 0.206, 0.362, 0.344, 0.405, 0.165, 0.418, 0.335, 0.150, 0.354, 0.351, 0.388, 0.269, 0.251, 0.387, 0.421, 0.325, 0.462, 0.387, 0.424, 0.317, 0.267, 0.389, 0.315, 0.581, 0.207, 0.276, 0.038, 0.099, 0.381, 0.145, 0.310, 0.088, 0.428, 0.269, 0.387, 0.351, 0.301, 0.420, 0.307, 0.360, 0.330, 0.318, 0.163, 0.385, 0.112, 0.353, 0.157, 0.086, 0.383, 0.390, 0.395, 0.104, 0.382, 0.159],
  "lumo_energy_ha": -0.1230,
  "homo_ev": -10.1,
  "orbital_gap_ev": 6.78,
  "max_force_ev_per_a": 0.5,
  "total_charge": 1
}

=====

{
  "formula": "C24H58P2Si4V",
  "method": "ωB97M-V/def2-TZVPD",
  "elements": ["V", "P", "P", "Si", "Si", "Si", "Si", "C", "C", "C", "C", "C", "C", "C", "C", "C", "C", "C", "C", "C", "C", "C", "C", "C", "C", "C", "C", "C", "C", "C", "C", "H", "H", "H", "H", "H", "H", "H", "H", "H", "H", "H", "H", "H", "H", "H", "H", "H", "H", "H", "H", "H", "H", "H", "H", "H", "H", "H", "H", "H", "H", "H", "H", "H", "H", "H", "H", "H", "H", "H", "H", "H", "H", "H", "H", "H", "H", "H", "H", "H", "H", "H", "H", "H", "H", "H", "H", "H", "H"],
  "coordinates": [[2.64, -0.25, -2.16], [1.78, 1.05, -3.59], [1.78, -2.18, -2.14], [-1.10, 1.87, 4.26], [-0.74, 0.38, 2.50], [-2.30, -1.37, 2.50], [1.45, -0.37, 2.77], [-1.15, 2.77, -3.95], [0.87, 1.28, -5.15], [2.80, 2.52, -3.76], [-2.48, -1.65, -2.78], [-1.09, 1.40, 0.93], [-2.43, 0.70, -3.94], [0.90, -3.73, -2.09], [1.78, -1.82, 1.58], [-3.60, -0.92, 1.21], [-3.06, -1.51, 4.21], [3.54, -2.77, -2.03], [1.77, 1.31, -1.05], [2.67, 1.02, 2.37], [-2.78, 2.65, 3.93], [-1.11, 1.03, 5.95], [-1.49, -3.00, 2.00], [0.26, 3.18, 4.23], [-2.08, 2.05, -3.34], [1.39, 2.60, -0.73], [1.64, -0.99, 4.56], [1.81, -1.73, -4.01], [2.76, -0.55, -4.29], [-2.27, -2.06, -1.55], [-3.17, -0.27, -3.00], [1.32, -1.70, 0.59], [1.24, -4.41, -2.87], [0.79, -1.60, 4.91], [-4.54, -1.44, 1.47], [-3.95, -2.15, 4.12], [-0.10, 0.77, 6.28], [-1.54, 1.75, 6.66], [1.08, -4.22, -1.12], [-2.27, -3.78, 1.99], [-4.20, -0.38, -3.39], [2.17, 3.33, -3.38], [-3.81, 0.16, 1.17], [3.68, 0.59, 2.50], [2.87, -1.91, 1.44], [0.34, 3.67, 3.25], [-2.26, -2.15, -3.76], [0.41, 3.03, -0.96], [-0.71, -3.30, 2.72], [-0.63, 3.68, -3.67], [4.23, -1.95, -1.76], [-3.30, 0.25, -2.05], [2.98, 2.64, -4.83], [3.60, -3.55, -1.26], [-2.59, 2.29, -2.40], [2.90, 1.20, -1.13], [-0.17, -3.56, -2.20], [-1.04, -2.95, 1.00], [-2.36, -1.98, 4.91], [1.23, 0.30, -0.95], [-0.44, 2.29, 0.93], [-3.27, -1.26, 0.22], [1.25, 2.77, 4.48], [-3.02, 0.83, -4.87], [2.55, -1.61, 4.61], [3.73, 2.50, -3.20], [1.76, -0.15, 5.26], [3.73, -0.58, -3.73], [1.40, -2.77, 2.01], [2.91, -0.30, -5.34], [2.60, 1.89, 3.03], [-1.73, 0.12, 5.97], [-1.95, -2.96, -0.99], [0.77, -1.44, -4.24], [-1.51, 0.20, -4.28], [-2.13, 1.74, 0.88], [2.57, 1.36, 1.33], [-3.37, -0.54, 4.62], [-2.72, 3.41, 3.13], [0.01, 3.94, 4.98], [0.44, 2.30, -5.18], [-3.54, 1.92, 3.65], [-3.11, 3.15, 4.85], [-0.87, 0.83, 0.02], [0.04, 0.58, -5.21], [3.82, -3.25, -2.98], [2.09, -2.64, -4.56], [2.05, 3.26, -0.15], [1.59, 1.12, -5.98]],
  "mulliken_charge": [-0.898, 2.280, 1.655, 0.421, 0.093, 0.477, 0.320, -1.288, -1.785, -1.495, -0.017, -0.834, 0.399, -1.034, -0.291, -0.680, -1.095, -1.661, -0.576, -0.726, -1.182, -1.007, -0.665, -1.137, -0.180, -0.923, -1.150, -0.950, -1.576, -1.019, -0.527, -0.713, 0.458, 0.281, 0.531, 0.409, 0.270, 0.419, 0.361, 0.421, 0.344, 0.319, 0.283, 0.361, 0.463, 0.298, 0.430, 0.493, 0.303, 0.189, 0.440, 0.192, 0.446, 0.482, 0.436, 0.255, 0.139, -0.246, 0.284, 0.114, 0.220, -0.287, 0.221, 0.453, 0.407, 0.404, 0.240, 0.431, 0.467, 0.662, 0.246, 0.258, 0.581, 0.240, -0.688, 0.425, -0.088, 0.260, 0.293, 0.408, 0.552, 0.291, 0.429, 0.087, 0.204, 0.394, 0.681, 0.211, 0.583],
  "lumo_energy_ha": [-0.0143, -0.0154],
  "s2": 3.7887,
  "homo_ev": [-4.4, -4.5],
  "orbital_gap_ev": [4.02, 4.03],
  "max_force_ev_per_a": 3.9,
  "spin_multiplicity": 4
}

=====

{
  "formula": "C24H59AsCuF6N2O14P3",
  "method": "ωB97M-V/def2-TZVPD",
  "elements": ["As", "Cu", "P", "P", "P", "F", "F", "F", "F", "F", "F", "O", "O", "O", "O", "O", "O", "O", "O", "O", "O", "O", "O", "O", "O", "N", "N", "C", "C", "C", "C", "C", "C", "C", "C", "C", "C", "C", "C", "C", "C", "C", "C", "C", "C", "C", "C", "C", "C", "C", "C", "H", "H", "H", "H", "H", "H", "H", "H", "H", "H", "H", "H", "H", "H", "H", "H", "H", "H", "H", "H", "H", "H", "H", "H", "H", "H", "H", "H", "H", "H", "H", "H", "H", "H", "H", "H", "H", "H", "H", "H", "H", "H", "H", "H", "H", "H", "H", "H", "H", "H", "H", "H", "H", "H", "H", "H", "H", "H", "H"],
  "coordinates": [[-3.14, 0.06, -3.42], [-0.67, 0.15, -0.23], [0.36, 3.79, -0.51], [1.40, -0.04, 2.94], [-0.59, -3.75, 0.12], [-1.89, -0.81, -4.28], [-4.30, 0.91, -2.43], [-4.16, 0.14, -4.82], [-2.08, 0.01, -2.00], [-3.84, -1.47, -2.95], [-2.39, 1.59, -3.88], [0.33, 4.72, -1.80], [1.16, -0.51, -1.58], [-0.52, 4.62, 0.53], [0.86, -4.36, -0.17], [2.20, 1.24, 3.43], [-0.81, -4.16, 1.63], [2.49, -1.16, 2.65], [0.50, 0.24, 1.80], [-0.75, -2.34, -0.26], [-0.04, 2.40, -0.74], [-1.60, -4.72, -0.66], [1.86, 3.98, 0.02], [0.73, -0.60, 4.26], [-2.61, 0.88, 0.88], [-4.43, -0.47, 0.67], [2.14, -0.57, -3.63], [4.54, -1.37, 1.42], [2.05, -0.43, -5.07], [-3.79, 0.71, 0.62], [-3.70, -1.66, 1.03], [1.10, -0.42, -2.79], [-0.41, -3.25, 2.67], [-5.67, -0.70, -0.05], [2.94, 3.91, -0.88], [-0.50, 4.28, -2.89], [-0.94, -3.72, 4.01], [-1.97, 4.60, -2.63], [2.81, 2.18, 2.53], [-0.14, 0.27, 5.03], [2.92, -4.36, -1.39], [-1.96, -4.42, -3.07], [-2.51, -4.22, -1.66], [3.02, -1.30, 1.31], [3.47, -0.89, -3.11], [0.17, 0.02, 6.49], [-1.96, 4.95, 2.40], [1.40, -4.24, -1.49], [-1.49, 3.96, 1.36], [2.84, 3.53, 3.23], [2.96, 2.76, -1.89], [0.01, 1.33, 4.83], [-2.76, -1.46, 1.55], [-4.26, -2.30, 1.72], [4.90, -0.51, 1.99], [0.28, -1.01, 6.83], [2.59, -2.23, 0.94], [-4.46, 1.57, 0.43], [2.70, -0.48, 0.65], [-0.65, 0.42, 7.11], [3.05, 4.85, -1.43], [4.84, -2.29, 1.89], [1.88, 4.04, 3.33], [4.97, -1.27, 0.42], [2.62, -1.21, -5.59], [1.02, -0.51, -5.41], [-1.26, -3.62, -3.31], [3.87, 3.83, -0.31], [-3.42, -4.81, -1.51], [-2.29, 3.59, 0.71], [3.32, -3.84, -0.52], [-1.12, 3.04, 1.83], [3.89, 2.87, -2.46], [-0.19, 4.84, -3.77], [-0.37, 3.24, -3.19], [-2.14, 5.66, -2.47], [-2.05, 5.94, 1.97], [-5.49, -1.31, -0.94], [1.12, -3.34, -2.04], [-1.06, -2.82, 4.61], [4.01, 0.06, -3.11], [3.98, -1.55, -3.82], [-2.60, 4.33, -3.48], [0.16, -0.21, -3.33], [-0.27, -4.34, 4.61], [3.84, 1.86, 2.36], [2.23, 2.25, 1.61], [-2.78, -4.32, -3.78], [3.56, 4.22, 2.79], [0.98, -5.06, -2.08], [-2.93, 4.68, 2.83], [-2.37, 4.00, -1.81], [-1.56, -5.43, -3.18], [2.51, 0.51, -5.38], [-3.45, -2.20, 0.12], [3.52, -1.36, -2.13], [-0.71, -2.22, 2.51], [3.09, 3.29, 4.27], [-2.65, -3.15, -1.50], [-1.17, 0.04, 4.75], [-6.38, -1.19, 0.60], [-1.24, 4.98, 3.21], [2.11, 2.81, -2.58], [-1.88, -4.26, 3.94], [1.04, 0.59, 6.81], [0.68, -3.17, 2.67], [-6.11, 0.24, -0.39], [2.85, 1.77, -1.45], [3.21, -5.41, -1.34], [3.36, -3.98, -2.32]],
  "mulliken_charge": [2.175, 0.425, -1.782, -1.133, -1.057, -0.489, -0.481, -0.507, -0.329, -0.498, -0.488, -0.213, 0.093, -0.319, -0.223, -0.208, -0.387, -0.356, 1.837, 1.175, 1.639, -0.252, -0.070, -0.155, -0.392, 0.289, 0.439, -1.606, -0.958, -0.161, -0.358, -0.334, 1.209, -0.911, -0.590, 0.058, -1.462, -0.879, 0.610, -0.076, -1.302, -1.159, 0.887, 1.437, -0.817, -1.460, -1.484, 0.645, 0.912, -1.541, -0.389, 0.347, -0.263, 0.406, 0.428, 0.299, -0.346, 0.331, -0.332, 0.421, 0.388, 0.369, 0.232, 0.334, 0.301, 0.299, 0.057, 0.422, 0.318, -0.056, 0.183, -0.167, 0.474, 0.430, -0.017, 0.303, 0.351, 0.222, -0.427, 0.246, 0.284, 0.384, 0.401, -0.130, 0.329, 0.154, -0.225, 0.447, 0.362, 0.418, 0.386, -0.013, 0.333, 0.329, 0.074, -0.002, -0.598, 0.478, -0.670, 0.273, 0.332, 0.303, 0.140, 0.400, 0.333, 0.082, 0.332, -0.221, 0.377, 0.353],
  "lumo_energy_ha": 0.0166,
  "homo_ev": -7.4,
  "orbital_gap_ev": 7.82,
  "max_force_ev_per_a": 1.7,
  "de_lowest_kj_mol": 0.0
}

=====

Question: What is the formula in the fourth record?
Answer: C24H59AsCuF6N2O14P3